# 1
C48H29F5HfN9SeSi as an isolated structure, computed with ωB97M-V/def2-TZVPD.

Structure (ORCA input):
```
! RIJCOSX wB97M-V def2-TZVPD def2/J DEFGRID3
* xyz 1 1
Hf -0.037 0.064 0.270
C 1.478 1.121 -4.078
C 2.567 0.274 -4.275
C 2.808 -0.692 -3.333
C 1.971 -0.800 -2.204
N 0.927 0.039 -1.998
C 0.708 0.962 -2.946
N 2.298 -1.809 -1.371
C 1.617 -2.341 -0.415
N 0.371 -2.028 0.091
C 0.065 -2.984 1.044
N -0.981 -3.128 1.781
C -2.082 -2.347 1.870
C -3.063 -2.817 2.764
C -4.223 -2.105 2.949
C -4.407 -0.949 2.191
C -3.399 -0.554 1.336
N -2.236 -1.197 1.177
C 1.161 -3.948 1.149
C 1.357 -5.051 1.957
C 2.546 -5.753 1.796
C 3.490 -5.376 0.847
C 3.300 -4.256 0.047
C 2.130 -3.546 0.230
H 1.237 1.893 -4.790
H 3.196 0.373 -5.147
H 3.621 -1.394 -3.418
H -0.148 1.605 -2.791
H -2.856 -3.734 3.291
H -4.978 -2.434 3.649
H -5.304 -0.359 2.281
H -3.523 0.343 0.743
H 0.616 -5.339 2.685
H 2.739 -6.611 2.422
H 4.392 -5.956 0.738
H 4.020 -3.934 -0.686
Se -6.085 4.163 -2.909
N -5.729 2.465 -2.673
C -4.516 2.338 -2.168
C -3.851 1.088 -1.944
C -4.429 -0.141 -2.268
C -3.675 -1.289 -2.125
C -2.373 -1.186 -1.648
N -1.816 -0.034 -1.298
C -2.536 1.100 -1.424
C -1.895 2.351 -1.076
N -0.668 2.297 -0.515
C -0.017 3.434 -0.315
C -0.527 4.684 -0.654
C -1.803 4.765 -1.167
C -2.516 3.583 -1.381
C -3.838 3.573 -1.932
N -4.519 4.647 -2.287
H -5.443 -0.158 -2.634
H -4.083 -2.254 -2.379
H -1.747 -2.065 -1.559
H 0.966 3.353 0.131
H 0.076 5.565 -0.513
H -2.260 5.706 -1.431
C 5.460 1.842 -2.540
C 5.658 0.725 -1.747
C 4.770 0.428 -0.729
C 3.664 1.236 -0.471
C 3.483 2.353 -1.283
C 4.366 2.656 -2.303
Si 2.454 0.776 0.949
C 2.544 2.211 2.245
C 1.438 2.963 2.636
C 1.536 3.955 3.596
C 2.755 4.225 4.193
C 3.867 3.486 3.825
C 3.759 2.494 2.865
H 6.156 2.081 -3.330
H 6.513 0.088 -1.915
H 4.940 -0.445 -0.116
H 2.643 3.013 -1.112
H 4.206 3.535 -2.910
H 3.257 -0.305 1.637
H 0.468 2.764 2.198
H 0.653 4.509 3.882
H 2.834 4.997 4.943
H 4.818 3.678 4.297
H 4.631 1.917 2.597
F -2.449 2.418 1.867
C -1.870 1.573 2.762
C -0.849 0.764 2.279
C -0.307 -0.081 3.236
F 0.684 -0.924 2.779
C -0.713 -0.167 4.559
F -0.149 -1.024 5.409
C -1.764 0.651 4.972
F -2.215 0.567 6.223
C -2.341 1.543 4.071
F -3.344 2.332 4.464
*
```

Calculated values
- HOMO energy: -10.5 eV
- Energy relative to the best compared isomer or geometry (same formula, charge and spin): 138.4 kJ/mol
- HOMO-LUMO gap: 0.245 Ha
- E_LUMO: -3.880 eV

---

# 2
C42H55N11O2PSSc as an isolated structure, computed with ωB97M-V/def2-TZVPD.

Structure (ORCA input):
```
! RIJCOSX wB97M-V def2-TZVPD def2/J DEFGRID3
* xyz 1 2
Sc 0.222 -0.258 -0.003
O 0.207 -2.408 0.138
N -0.150 -3.304 -0.767
C 0.157 -4.598 -0.513
C -0.198 -5.588 -1.380
C -0.887 -5.239 -2.550
C -1.178 -3.924 -2.794
C -0.807 -2.909 -1.889
S -1.133 -1.252 -2.111
H 0.685 -4.758 0.415
H 0.065 -6.611 -1.157
H -1.188 -6.002 -3.254
H -1.699 -3.613 -3.688
N -3.435 1.972 -1.173
C -2.896 1.224 -0.219
N -1.595 1.147 -0.409
C -1.384 1.882 -1.561
N -2.497 2.407 -2.048
C -0.061 2.011 -2.092
C 0.224 2.793 -3.203
N 1.442 2.992 -3.677
C 2.433 2.388 -2.943
C 2.194 1.611 -1.855
N 0.935 1.341 -1.388
H -4.401 2.209 -1.319
H -3.455 0.780 0.586
H -0.596 3.285 -3.716
H 3.449 2.560 -3.275
H 3.020 1.182 -1.302
N 3.593 -1.315 1.042
C 3.068 -0.294 1.802
C 3.774 0.061 2.965
C 3.302 1.078 3.754
C 2.124 1.730 3.385
C 1.486 1.310 2.247
N 1.936 0.313 1.453
C 3.334 -1.725 -0.266
C 4.201 -2.683 -0.804
C 4.036 -3.065 -2.114
C 3.027 -2.468 -2.865
C 2.213 -1.551 -2.244
N 2.333 -1.195 -0.952
H 4.427 -1.722 1.431
H 4.693 -0.454 3.212
H 3.844 1.372 4.643
H 1.716 2.547 3.964
H 0.581 1.801 1.912
H 4.998 -3.095 -0.198
H 4.693 -3.803 -2.554
H 2.880 -2.704 -3.909
H 1.418 -1.057 -2.788
N 0.829 5.737 0.626
C -0.506 5.773 0.945
C -0.919 4.475 0.900
N 0.129 3.650 0.558
C 1.159 4.441 0.404
H 1.439 6.530 0.535
H -1.025 6.691 1.154
H -1.908 4.084 1.078
H 2.152 4.131 0.117
O -0.802 -0.472 1.886
P -1.246 -0.883 3.281
C 0.241 -1.569 4.120
C 0.918 -2.687 3.310
C 0.334 -4.062 3.623
C 0.472 -4.383 5.109
C -0.211 -3.322 5.971
C 0.264 -1.913 5.618
C -2.749 -1.888 3.062
C -3.227 -2.790 4.200
C -4.687 -3.206 3.943
C -4.983 -3.360 2.441
C -3.725 -3.795 1.696
C -2.666 -2.682 1.735
C -1.618 0.649 4.217
C -2.191 1.773 3.325
C -3.715 1.775 3.209
C -4.367 1.768 4.587
C -3.927 0.534 5.365
C -2.407 0.500 5.536
H 0.857 -0.667 4.002
H 1.979 -2.689 3.585
H 0.857 -2.483 2.242
H 0.841 -4.822 3.024
H -0.722 -4.084 3.338
H 1.536 -4.424 5.364
H 0.051 -5.366 5.328
H 0.007 -3.507 7.024
H -1.292 -3.394 5.857
H 1.312 -1.826 5.923
H -0.279 -1.173 6.206
H -3.502 -1.101 2.940
H -3.146 -2.298 5.170
H -2.599 -3.680 4.239
H -5.367 -2.474 4.385
H -4.874 -4.154 4.451
H -5.335 -2.413 2.021
H -5.788 -4.081 2.295
H -3.953 -4.039 0.658
H -3.335 -4.708 2.157
H -2.816 -1.995 0.899
H -1.667 -3.099 1.600
H -0.598 0.962 4.472
H -1.730 1.725 2.337
H -1.889 2.726 3.770
H -4.063 0.902 2.646
H -4.027 2.659 2.648
H -5.454 1.798 4.499
H -4.062 2.668 5.131
H -4.275 -0.360 4.842
H -4.392 0.521 6.353
H -2.121 -0.411 6.063
H -2.122 1.335 6.183
*
```

Calculated values
- HOMO energy (spin up / spin down): -7.0 / -10.0 eV
- Energy relative to the best compared isomer or geometry (same formula, charge and spin): 0.0 kJ/mol
- HOMO-LUMO gap (spin up / spin down): 0.180 / 0.291 Ha
- E_LUMO (spin up / spin down): -2.066 / -2.070 eV